{"formula": "C4H12N2", "method": "wB97M-V/def2-TZVPD", "species": ["C", "C", "N", "H", "H", "H", "H", "H", "C", "C", "N", "H", "H", "H", "H", "H", "H", "H"], "coordinates": [[2.151, 0.028, 1.926], [2.078, 0.994, 0.978], [2.686, 0.918, -0.317], [2.706, -0.898, 1.849], [1.338, 0.060, 2.645], [1.898, 2.010, 1.324], [3.698, 0.879, -0.236], [2.455, -0.006, -0.671], [-3.014, -0.923, 0.120], [-2.408, -0.162, -1.037], [-1.032, -0.563, -1.346], [-3.024, -1.995, -0.083], [-4.037, -0.536, 0.216], [-2.528, -0.794, 1.092], [-2.295, 0.904, -0.835], [-3.126, -0.239, -1.862], [-0.907, -1.530, -1.607], [-0.605, 0.076, -1.991]], "forces_ev_per_a": [[-1.54, 0.58, -1.13], [2.07, -0.44, 1.29], [0.07, -0.67, 0.03], [-0.22, -0.14, -0.47], [0.72, 0.25, 0.83], [-1.14, -0.09, -0.36], [0.11, 0.44, -0.02], [-0.09, 0.07, -0.18], [-0.27, 0.35, 0.31], [0.80, 0.14, -0.12], [-0.35, -0.09, 0.58], [-0.21, 0.00, -0.10], [0.03, -0.45, 0.15], [0.22, 0.18, -0.27], [-0.43, 0.05, 0.31], [0.18, -0.10, -0.28], [-0.12, 0.05, -0.27], [0.19, -0.13, -0.31]], "lowdin_charge": [-0.01, -0.29, -0.01, 0.05, 0.04, 0.09, 0.07, 0.06, -0.12, -0.36, -0.02, 0.07, 0.07, 0.07, 0.10, 0.09, 0.06, 0.05], "relative_energy_ev": 1.956, "lumo_energy_ev": 1.1375, "total_charge": 0, "orbital_gap_ev": 10.09, "smiles": "C=CN.CCN", "e_tot_ha": -269.0445, "e_homo_ev": -9.0}